Entry 1:
2 unconnected molecules or ions with the total composition C2H3NO2S2 in a non-equilibrium geometry, computed with the ωB97M-V functional and the def2-TZVPD basis.

The value obtained for the energy above the lowest of the compared OMol25 structures with the same formula, charge and spin is 120.0 kcal/mol. The strongest force on any atom comes out at 3.2 eV/Å. The gap between HOMO and LUMO comes out at 6.726 eV. For the highest occupied orbital energy, the calculation gives -8.0925 eV.

Each atom is followed by the atoms it is bonded to, with distances in Å.
Atoms and positions in Å:
1 C -0.1023 -0.8544 0.5823  O4 1.158, S6 1.992, H8 1.041
2 C 3.0808 -0.9482 -0.3306  S6 1.635, H9 1.039
3 N -2.4172 1.0206 -0.1306  S7 1.531, H10 0.967
4 O -1.0490 -1.4560 0.2927  C1 1.158
5 O -0.0142 1.2830 -0.1763  S7 1.451
6 S 1.5103 -1.3864 -0.4586  C1 1.992, C2 1.635
7 S -1.2279 1.5854 -0.9114  N3 1.531, O5 1.451
8 H 0.0542 -0.2351 1.4042  C1 1.041
9 H 3.3630 -0.2506 0.3852  C2 1.039
10 H -3.1978 1.2415 -0.6568  N3 0.967

natural (NBO) atomic charge list, values in e, 4 entries:
1 C 0.342
2 C -0.438
3 N -0.879
4 O -0.496


Entry 2:
C2H3NO2S2 in the gas phase in a non-equilibrium geometry, computed with the ωB97M-V functional and the def2-TZVPD basis.

The value obtained for the energy above the lowest of the compared OMol25 structures with the same formula, charge and spin is 48.8 kcal/mol. The strongest force on any atom comes out at 4.6 eV/Å. The gap between HOMO and LUMO comes out at 9.732 eV. For the highest occupied orbital energy, the calculation gives -9.6614 eV.

Each atom is followed by the atoms it is bonded to, with distances in Å.
Atoms and positions in Å:
1 O -2.4144 0.1985 0.5561  S2 1.452
2 S -1.1438 -0.4869 0.4048  O1 1.452, O3 1.407, C4 1.880, S7 2.135
3 O -1.2479 -1.8375 0.0259  S2 1.407
4 C -0.0312 0.4527 -0.7835  S2 1.880, C5 1.536, H8 1.120, H9 1.189
5 C 1.3487 0.2500 -0.1406  C4 1.536, N6 1.316, H10 1.093
6 N 1.4393 -0.1213 1.1182  C5 1.316, S7 1.595
7 S 0.1698 -0.2656 2.0732  S2 2.135, N6 1.595
8 H -0.1904 1.5491 -0.6217  C4 1.120
9 H -0.1171 -0.1452 -1.8075  C4 1.189
10 H 2.1870 0.4062 -0.8250  C5 1.093

natural (NBO) atomic charge list, values in e, 4 entries:
1 O -0.918
2 S 1.946
3 O -0.913
4 C -0.724


Entry 3:
C2H3NO3 in the gas phase in a non-equilibrium geometry, computed with the ωB97M-V functional and the def2-TZVPD basis.

The value obtained for the energy above the lowest of the compared OMol25 structures with the same formula, charge and spin is 147.2 kcal/mol. The strongest force on any atom comes out at 4.0 eV/Å. The gap between HOMO and LUMO comes out at 11.566 eV. For the highest occupied orbital energy, the calculation gives -10.9799 eV.

Each atom is followed by the atoms it is bonded to, with distances in Å.
Atoms and positions in Å:
1 C -0.1012 0.9901 -1.3011  C2 1.285, H7 1.058, H8 1.056
2 C 0.5105 0.4058 -0.3338  C1 1.285, O3 1.454, H9 1.142
3 O -0.0955 -0.8833 -0.0427  C2 1.454, N4 1.312
4 N -0.2954 -1.1975 1.2155  O3 1.312, O5 1.191, O6 1.193
5 O -0.8305 -2.2363 1.4475  N4 1.191
6 O 0.0266 -0.4140 2.0559  N4 1.193
7 H 0.4206 1.8768 -1.5464  C1 1.058
8 H -0.8435 0.6677 -1.9792  C1 1.056
9 H 1.2083 0.7908 0.4842  C2 1.142

natural (NBO) atomic charge list, values in e, 4 entries:
1 C -0.410
2 C 0.078
3 O -0.337
4 N 0.737


Entry 4:
2 unconnected molecules or ions with the total composition C2H3NO3 in a non-equilibrium geometry, computed with the ωB97M-V functional and the def2-TZVPD basis.

The value obtained for the energy above the lowest of the compared OMol25 structures with the same formula, charge and spin is 76.8 kcal/mol. The strongest force on any atom comes out at 4.9 eV/Å. The gap between HOMO and LUMO comes out at 9.479 eV. For the highest occupied orbital energy, the calculation gives -9.3308 eV.

Each atom is followed by the atoms it is bonded to, with distances in Å.
Atoms and positions in Å:
1 O 1.2014 -0.9669 4.1667  C2 1.127
2 C 0.3158 -0.8391 3.4812  O1 1.127, O3 1.122
3 O -0.5674 -0.7956 2.7911  C2 1.122
4 C 0.0424 0.1992 -0.0589  N5 1.497, H7 1.028, H8 1.110, H9 1.093
5 N 0.7935 0.4812 1.2048  C4 1.497, O6 1.202
6 O 0.6160 1.6006 1.6064  N5 1.202
7 H 0.7545 0.2681 -0.7967  C4 1.028
8 H -0.0281 -0.9076 -0.0028  C4 1.110
9 H -0.6832 0.9691 -0.3326  C4 1.093

natural (NBO) atomic charge list, values in e, 4 entries:
1 O -0.502
2 C 1.032
3 O -0.521
4 C -0.535


Entry 5:
C2H3NO3 in the gas phase in a non-equilibrium geometry, computed with the ωB97M-V functional and the def2-TZVPD basis.

The value obtained for the energy above the lowest of the compared OMol25 structures with the same formula, charge and spin is 97.6 kcal/mol. The strongest force on any atom comes out at 4.7 eV/Å. The gap between HOMO and LUMO comes out at 10.885 eV. For the highest occupied orbital energy, the calculation gives -10.2452 eV.

Each atom is followed by the atoms it is bonded to, with distances in Å.
Atoms and positions in Å:
1 O -2.0434 -0.0581 0.1685  C2 1.188
2 C -0.8770 -0.1049 -0.0516  O1 1.188, N3 1.556, O6 1.413
3 N 0.0300 1.1484 0.1190  C2 1.556, O4 1.399, H7 1.158
4 O 1.2853 0.6384 -0.2273  N3 1.399, C5 1.309
5 C 1.3228 -0.5256 0.3693  O4 1.309, O6 1.587, H8 1.052, H9 1.120
6 O 0.0491 -1.1247 -0.3645  C2 1.413, C5 1.587
7 H -0.4219 1.7611 -0.7539  N3 1.158
8 H 1.9607 -1.2299 -0.0822  C5 1.052
9 H 1.2483 -0.4310 1.4824  C5 1.120

natural (NBO) atomic charge list, values in e, 4 entries:
1 O -0.535
2 C 0.853
3 N -0.393
4 O -0.374


Entry 6:
2 unconnected molecules or ions with the total composition C2H3NO3S in a non-equilibrium geometry, computed with the ωB97M-V functional and the def2-TZVPD basis.

The value obtained for the energy above the lowest of the compared OMol25 structures with the same formula, charge and spin is 124.3 kcal/mol. The strongest force on any atom comes out at 6.5 eV/Å. The gap between HOMO and LUMO comes out at 8.752 eV. For the highest occupied orbital energy, the calculation gives -10.0867 eV.

Each atom is followed by the atoms it is bonded to, with distances in Å.
Atoms and positions in Å:
1 C 0.4663 -0.2551 -0.1884  C2 1.524, N6 1.355, O8 1.186
2 C -0.6005 0.7194 -0.6725  C1 1.524, O9 1.313, S10 1.827
3 H -1.1020 0.2798 1.4654  O7 1.211
4 H 0.9607 -1.7539 1.4816  no bonds
5 H 0.6718 0.1962 -2.2417  S10 1.476
6 N 0.6631 -0.4231 1.1422  C1 1.355, O7 1.488
7 O -0.1764 0.1400 2.2342  H3 1.211, N6 1.488
8 O 1.2004 -0.8429 -0.9112  C1 1.186
9 O -1.3430 1.3909 0.1768  C2 1.313
10 S -0.7406 0.5486 -2.4865  C2 1.827, H5 1.476

natural (NBO) atomic charge list, values in e, 4 entries:
1 C 0.490
2 C 0.312
3 H 0.493
4 H 0.409


Entry 7:
C2H3NO3S in the gas phase in a non-equilibrium geometry, computed with the ωB97M-V functional and the def2-TZVPD basis.

The value obtained for the energy above the lowest of the compared OMol25 structures with the same formula, charge and spin is 75.8 kcal/mol. The strongest force on any atom comes out at 3.8 eV/Å. The gap between HOMO and LUMO comes out at 10.837 eV. For the highest occupied orbital energy, the calculation gives -10.5382 eV.

Each atom is followed by the atoms it is bonded to, with distances in Å.
Atoms and positions in Å:
1 O 1.7332 -1.1874 1.1378  S2 1.428
2 S 1.1398 -0.5022 0.0342  O1 1.428, O3 1.425, C4 1.780, O7 1.891
3 O 1.5765 -0.7938 -1.2906  S2 1.425
4 C -0.6354 -0.5660 0.1531  S2 1.780, C5 1.490, H8 1.087, H9 1.086
5 C -0.9911 0.7896 -0.3515  C4 1.490, N6 1.239, H10 1.056
6 N -0.0996 1.6495 -0.3107  C5 1.239, O7 1.328
7 O 1.1290 1.3867 0.1200  S2 1.891, N6 1.328
8 H -0.8726 -0.3955 1.1997  C4 1.087
9 H -0.9955 -1.5141 -0.2367  C4 1.086
10 H -1.9843 1.1333 -0.4552  C5 1.056

natural (NBO) atomic charge list, values in e, 4 entries:
1 O -0.866
2 S 2.233
3 O -0.879
4 C -0.741


Entry 8:
C2H3NO4 in the gas phase, computed with the ωB97M-V functional and the def2-TZVPD basis.

The value obtained for the energy above the lowest of the compared OMol25 structures with the same formula, charge and spin is 40.1 kcal/mol. The strongest force on any atom comes out at 0.9 eV/Å. The gap between HOMO and LUMO comes out at 10.050 eV. For the highest occupied orbital energy, the calculation gives -9.9927 eV.

Each atom is followed by the atoms it is bonded to, with distances in Å.
Atoms and positions in Å:
1 O -0.4129 -1.7728 -0.0297  C2 1.214
2 C -0.8934 -0.6579 -0.0010  O1 1.214, O3 1.314, C4 1.544
3 O -2.1799 -0.3924 0.0350  C2 1.314, H8 0.979
4 C -0.0613 0.6426 -0.0045  C2 1.544, O5 1.229, N6 1.336
5 O -0.6832 1.7024 -0.0374  C4 1.229
6 N 1.2685 0.5241 0.0395  C4 1.336, O7 1.377, H9 1.021
7 O 2.0054 -0.6389 -0.0024  N6 1.377, H10 0.985
8 H -2.2254 0.5856 0.0053  O3 0.979
9 H 1.8592 1.3562 0.0179  N6 1.021
10 H 1.3230 -1.3489 -0.0227  O7 0.985

natural (NBO) atomic charge list, values in e, 4 entries:
1 O -0.583
2 C 0.709
3 O -0.624
4 C 0.492


Entry 9:
2 unconnected molecules or ions with the total composition C2H3NO4 in a non-equilibrium geometry, computed with the ωB97M-V functional and the def2-TZVPD basis.

The value obtained for the energy above the lowest of the compared OMol25 structures with the same formula, charge and spin is 82.5 kcal/mol. The strongest force on any atom comes out at 2.6 eV/Å. The gap between HOMO and LUMO comes out at 9.656 eV. For the highest occupied orbital energy, the calculation gives -9.5244 eV.

Each atom is followed by the atoms it is bonded to, with distances in Å.
Atoms and positions in Å:
1 O -2.3410 -3.1473 1.1346  C2 1.171
2 C -2.4628 -2.5633 0.1268  O1 1.171, N3 1.234
3 N -2.9671 -2.1087 -0.9030  C2 1.234, O4 1.378
4 O -2.6693 -1.1391 -1.8353  N3 1.378, H5 1.000
5 H -2.4791 -0.2131 -1.5106  O4 1.000
6 O -0.4239 0.2185 -0.7193  C7 1.216
7 C 0.4641 0.6091 0.0133  O6 1.216, O8 1.343, H9 1.107
8 O 0.9037 -0.1802 1.0067  C7 1.343, H10 1.029
9 H 0.8565 1.6426 -0.0465  C7 1.107
10 H 1.6362 0.2409 1.5931  O8 1.029

natural (NBO) atomic charge list, values in e, 4 entries:
1 O -0.501
2 C 0.798
3 N -0.274
4 O -0.521


Entry 10:
C2H3NO4S in the gas phase in a non-equilibrium geometry, computed with the ωB97M-V functional and the def2-TZVPD basis.

The value obtained for the energy above the lowest of the compared OMol25 structures with the same formula, charge and spin is 96.2 kcal/mol. The strongest force on any atom comes out at 4.4 eV/Å. The gap between HOMO and LUMO comes out at 10.366 eV. For the highest occupied orbital energy, the calculation gives -10.2653 eV.

Each atom is followed by the atoms it is bonded to, with distances in Å.
Atoms and positions in Å:
1 C -1.3959 0.0694 0.7502  C2 1.507, H9 1.179, H10 1.052, H11 1.155
2 C 0.0886 0.3111 0.8517  C1 1.507, O3 1.194, O4 1.476
3 O 0.7186 1.2534 1.2272  C2 1.194
4 O 0.8119 -0.8729 0.3485  C2 1.476, S5 1.555
5 S 1.2114 -0.6070 -1.1309  O4 1.555, O6 1.422, N7 1.533, O8 1.562
6 O 1.8807 -1.7989 -1.5235  S5 1.422
7 N 0.2776 0.4923 -1.6516  S5 1.533, O8 1.609
8 O 1.7954 0.8368 -1.2438  S5 1.562, N7 1.609
9 H -1.7563 -0.7902 1.4720  C1 1.179
10 H -1.6532 0.1305 -0.2681  C1 1.052
11 H -1.9789 0.9753 1.1681  C1 1.155

natural (NBO) atomic charge list, values in e, 4 entries:
1 C -0.754
2 C 0.800
3 O -0.463
4 O -0.728


What is the energy above the lowest of the compared OMol25 structures with the same formula, charge and spin in the fourth record? 76.8 kcal/mol


What did the second record say?
C2H3NO2S2 in the gas phase in a non-equilibrium geometry, computed with the ωB97M-V functional and the def2-TZVPD basis.

The value obtained for the energy above the lowest of the compared OMol25 structures with the same formula, charge and spin is 48.8 kcal/mol. The strongest force on any atom comes out at 4.6 eV/Å. The gap between HOMO and LUMO comes out at 9.732 eV. For the highest occupied orbital energy, the calculation gives -9.6614 eV.

Each atom is followed by the atoms it is bonded to, with distances in Å.
Atoms and positions in Å:
1 O -2.4144 0.1985 0.5561  S2 1.452
2 S -1.1438 -0.4869 0.4048  O1 1.452, O3 1.407, C4 1.880, S7 2.135
3 O -1.2479 -1.8375 0.0259  S2 1.407
4 C -0.0312 0.4527 -0.7835  S2 1.880, C5 1.536, H8 1.120, H9 1.189
5 C 1.3487 0.2500 -0.1406  C4 1.536, N6 1.316, H10 1.093
6 N 1.4393 -0.1213 1.1182  C5 1.316, S7 1.595
7 S 0.1698 -0.2656 2.0732  S2 2.135, N6 1.595
8 H -0.1904 1.5491 -0.6217  C4 1.120
9 H -0.1171 -0.1452 -1.8075  C4 1.189
10 H 2.1870 0.4062 -0.8250  C5 1.093

natural (NBO) atomic charge list, values in e, 4 entries:
1 O -0.918
2 S 1.946
3 O -0.913
4 C -0.724